Entry 1:
{
  "formula": "C4H8BrN2O6PSn",
  "method": "ωB97M-V with the def2-TZVPD basis set",
  "elements": ["Sn", "Br", "P", "O", "O", "O", "O", "O", "O", "N", "N", "C", "C", "C", "C", "H", "H", "H", "H", "H", "H", "H", "H"],
  "positions_angstrom": [[2.51694, -3.16190, -0.32322], [-4.93300, 0.57556, 1.78399], [2.35442, 1.25537, 0.07557], [-1.34198, 0.66883, -0.61057], [2.61764, 1.92329, 1.60327], [-3.46669, 2.46068, 0.16450], [3.70031, 1.29953, -0.68655], [1.28079, 2.26412, -0.75173], [-0.33856, -0.92057, -1.98169], [0.26212, -2.21773, 0.54952], [0.38758, -0.82566, 0.33293], [1.84271, -0.57315, 0.13162], [-0.43425, -0.41377, -0.83543], [-2.65839, 0.14867, -0.24735], [-3.60160, 1.26431, 0.45192], [2.25640, -1.19248, -0.78471], [1.85761, 2.51069, 1.85465], [-2.56895, -0.74838, 0.45477], [-3.14791, -0.21599, -1.22877], [2.37925, -1.02644, 1.06196], [0.32476, -2.73874, -0.34765], [-0.60806, -2.42743, 1.06494], [1.31888, 2.09119, -1.73196]],
  "forces_ev_per_a": [[0.4, -0.4, 0.8], [1.3, 0.4, -1.3], [5.5, 5.0, -2.9], [2.1, -2.6, 0.5], [-2.7, -1.5, -2.9], [-0.7, -5.1, 1.3], [-4.0, -1.6, 2.3], [0.8, -2.8, 1.5], [0.6, 1.2, 5.3], [0.9, -0.5, -0.3], [1.4, -0.2, -0.8], [-1.2, -0.5, 1.9], [-2.6, 1.5, -4.5], [-1.7, -1.2, 0.0], [1.3, 3.6, -1.3], [-0.5, 1.7, -0.1], [0.7, -0.4, 0.0], [-0.1, 1.2, -0.7], [0.5, 0.7, 1.6], [-0.7, 0.9, -1.0], [-1.9, 0.5, -0.2], [0.5, -0.4, -0.3], [0.2, 0.3, 1.1]],
  "homo_energy_ev": -15.744,
  "e_lumo_ev": -12.0,
  "charge": 2,
  "homo_lumo_gap_ev": 3.75
}



Entry 2:
{
  "formula": "C4H8Cl2",
  "method": "ωB97M-V with the def2-TZVPD basis set",
  "elements": ["Cl", "Cl", "C", "C", "C", "C", "H", "H", "H", "H", "H", "H", "H", "H"],
  "positions_angstrom": [[-0.43853, 1.45976, -2.53178], [-1.91961, -0.99641, 2.58323], [0.60461, 1.19645, -1.05005], [-0.48803, -0.80530, 0.08203], [0.74712, -0.30110, -0.69720], [-0.59445, -0.35166, 1.49538], [0.30164, -0.63081, 1.95814], [-0.65928, 0.71332, 1.50377], [0.08358, 1.64652, -0.26630], [1.51398, 1.79872, -1.10446], [1.60819, -0.41449, -0.08011], [0.96858, -0.92053, -1.55188], [-0.34482, -1.92554, 0.11717], [-1.38297, -0.46892, -0.45795]],
  "forces_ev_per_a": [[0.7, -0.1, 0.6], [0.6, 0.2, -1.1], [0.3, -0.8, -0.9], [-0.3, -1.9, -1.1], [-0.6, 1.2, 0.3], [-0.3, 0.4, 0.2], [1.2, -0.3, 1.1], [-0.3, 0.8, 0.4], [-1.1, 0.8, 1.2], [0.1, -0.5, -0.7], [0.9, 0.1, 0.7], [-0.3, -0.1, -0.5], [-0.8, 1.0, -0.3], [0.0, -0.7, -0.1]],
  "homo_energy_ev": -10.813,
  "e_lumo_ev": 0.9,
  "charge": 0,
  "homo_lumo_gap_ev": 11.68,
  "smiles": "ClCCCCCl"
}



Entry 3:
{
  "formula": "C4H8Cl2N4",
  "method": "ωB97M-V with the def2-TZVPD basis set",
  "elements": ["Cl", "Cl", "N", "N", "N", "N", "C", "C", "C", "C", "H", "H", "H", "H", "H", "H", "H", "H"],
  "positions_angstrom": [[1.89500, 2.21482, 1.23038], [1.48647, 2.43581, -1.98382], [-0.38681, 2.01609, -1.45776], [-0.81281, -1.96623, 0.36118], [-0.84638, 1.01970, -2.10316], [-0.69947, -0.62622, 0.48059], [0.33310, -2.90788, 0.65652], [-0.52150, 2.20191, 0.06932], [0.46841, 1.33957, 0.73417], [0.40779, 0.00396, 0.87647], [-1.64987, 1.85472, 0.32472], [-1.75295, -2.29096, 0.24497], [1.04403, -2.16372, 1.00536], [-0.58612, 0.95301, -3.02749], [0.16620, -3.65705, 1.45801], [0.61897, -3.27079, -0.29209], [-0.43061, 3.32604, 0.18623], [1.26655, -0.48278, 1.23640]],
  "forces_ev_per_a": [[-0.1, -0.5, 0.3], [0.0, 0.2, 0.0], [-0.4, -1.0, -1.8], [1.6, 0.3, 1.1], [-1.0, 1.0, 5.1], [-0.9, -0.8, -0.2], [-1.5, 2.2, 0.8], [-2.8, -0.5, -0.7], [0.5, 2.7, 0.3], [-1.3, -1.3, -0.7], [2.7, 0.7, -0.7], [-0.1, 0.1, -0.1], [0.6, -0.9, 0.0], [1.2, 0.5, -2.6], [-0.2, 0.4, -0.7], [0.6, -1.0, -0.7], [0.2, -1.6, 0.2], [1.1, -0.5, 0.5]],
  "homo_energy_ev": [-7.959, -7.277],
  "e_lumo_ev": [-0.2, -0.4],
  "charge": 0,
  "homo_lumo_gap_ev": [7.75, 6.89]
}



Entry 4:
{
  "formula": "C4H8Cl2S",
  "method": "ωB97M-V with the def2-TZVPD basis set",
  "elements": ["Cl", "Cl", "S", "C", "C", "C", "C", "H", "H", "H", "H", "H", "H", "H", "H"],
  "positions_angstrom": [[-2.38930, -0.02189, 1.38304], [-2.18090, -1.52551, -1.08144], [1.59668, -0.47392, 1.45161], [-1.50852, -1.07562, 0.31157], [0.91334, -0.41951, -1.26876], [0.80767, 0.13026, 0.02921], [0.19806, 1.48013, 0.19288], [0.92887, 2.23483, 0.13386], [-0.06525, -0.43311, -1.78641], [-0.36818, 1.58775, 1.16211], [-1.03741, -1.87534, 0.92877], [1.28661, -1.45613, -1.33106], [-0.46337, 1.76723, -0.63909], [1.56005, 0.15728, -1.80806], [0.72166, -0.07646, 2.32179]],
  "forces_ev_per_a": [[-0.2, 0.0, -0.2], [-1.3, -0.6, -2.5], [1.4, -1.0, -1.0], [2.5, 0.2, 3.8], [-0.9, -2.9, -1.1], [-2.9, 0.6, 2.8], [-1.4, -0.2, 0.2], [1.4, 1.1, 0.4], [0.5, 0.3, 0.1], [0.6, -0.1, -1.0], [-0.3, 0.6, -0.8], [-0.1, 0.3, 0.3], [-0.2, -0.5, 0.2], [1.8, 1.6, -2.0], [-0.9, 0.6, 0.8]],
  "homo_energy_ev": [-7.145, -7.913],
  "e_lumo_ev": [-0.1, 0.3],
  "charge": 0,
  "homo_lumo_gap_ev": [7.08, 8.26]
}



Entry 5:
{
  "formula": "C4H8Cl2Si",
  "method": "ωB97M-V with the def2-TZVPD basis set",
  "elements": ["Cl", "Cl", "Si", "C", "C", "C", "C", "H", "H", "H", "H", "H", "H", "H", "H"],
  "positions_angstrom": [[-1.80081, 2.54944, 0.19366], [-3.62252, -0.10890, 0.33120], [-1.85398, 0.58467, -0.40775], [-0.12524, -0.46819, 0.91052], [1.09233, -0.01329, 0.62721], [2.32714, -0.41116, 1.43763], [-1.32674, 0.07369, -2.14166], [-1.58715, -0.97570, -2.20280], [2.95800, 0.43643, 1.25366], [1.11968, 0.67647, -0.22220], [2.13036, -0.56139, 2.49396], [-0.26861, -0.02497, -2.08119], [-1.60851, 0.71894, -3.04530], [-0.24437, -1.13029, 1.87734], [2.81041, -1.34575, 0.97573]],
  "forces_ev_per_a": [[0.1, -0.1, -0.5], [-0.2, -0.1, -0.3], [2.8, -1.9, 2.3], [-2.2, 0.6, 0.2], [-1.0, -0.9, 0.5], [-0.1, -0.6, -2.1], [-1.0, 1.2, -0.4], [-0.7, -0.2, -0.4], [1.1, 0.2, 0.5], [0.8, -0.1, 0.2], [-0.1, 0.0, 0.0], [1.1, 0.5, 0.0], [0.2, -1.1, 1.4], [-0.2, 1.2, -2.1], [-0.6, 1.4, 0.8]],
  "homo_energy_ev": -9.293,
  "e_lumo_ev": 0.6,
  "charge": 0,
  "homo_lumo_gap_ev": 9.91
}



Entry 6:
{
  "formula": "C4H8Cl2Si",
  "method": "ωB97M-V with the def2-TZVPD basis set",
  "elements": ["Cl", "Cl", "Si", "C", "C", "C", "C", "H", "H", "H", "H", "H", "H", "H", "H"],
  "positions_angstrom": [[-1.43397, -2.52002, -0.75911], [-4.19720, -0.33079, 1.33609], [-1.81797, -0.65620, -0.54394], [0.64321, 0.35404, -0.92338], [-2.39681, -0.24175, 1.24096], [1.49799, 0.29922, 0.05732], [2.91874, 0.67600, -0.20762], [2.87763, 1.73085, -0.41748], [-2.01509, 0.69113, 1.50364], [3.10842, 0.31289, -1.13853], [3.55921, 0.34406, 0.57585], [-2.54041, -0.07908, -1.63705], [1.36576, -0.31373, 0.97268], [-2.27413, -1.10658, 1.85733], [0.70461, 0.83997, -1.91676]],
  "forces_ev_per_a": [[0.3, -3.2, -0.3], [-0.5, 0.7, -0.4], [3.2, 4.1, 0.9], [-4.9, -0.7, -0.2], [-1.3, -2.1, -2.1], [0.7, -1.6, 0.6], [-1.5, 1.6, 1.3], [0.7, 0.8, 0.7], [0.5, 1.3, 1.1], [1.4, -1.6, -2.4], [0.8, 0.1, 0.3], [-0.7, 0.2, -0.4], [-0.5, 0.7, -0.5], [1.5, 0.0, 0.6], [0.3, -0.3, 0.8]],
  "homo_energy_ev": -8.314,
  "e_lumo_ev": 0.6,
  "charge": 0,
  "homo_lumo_gap_ev": 8.89
}



Results for energy above the lowest of the compared OMol25 structures with the same formula, charge and spin: 193.6 62.3 20.9 204.7 184.9 498.5 (in kJ/mol, following the order of the records).